[1]
DFT (the ωB97M-V functional and the def2-TZVPD basis) results for C11H25AgN4O10S as an isolated structure at a distorted geometry.

Each line ends with the Löwdin charge.
Cartesian coordinates (Å):
Ag1 21.89 29.68 24.56  0.78
N1 19.81 27.74 24.47  -0.61
O1 19.42 26.57 24.25  -0.04
O2 19.38 28.69 23.79  -0.07
O3 20.66 27.94 25.39  -0.15
C1 19.40 29.70 29.75  -0.16
C2 18.96 31.09 29.30  -0.16
O4 20.09 31.67 28.66  -0.20
S1 21.21 30.61 28.25  0.65
O5 22.39 30.82 29.02  -0.23
O6 21.32 30.61 26.81  -0.27
O7 20.36 29.33 28.78  -0.18
H1 18.60 28.98 29.71  0.14
H2 19.83 29.73 30.76  0.13
H3 18.50 31.72 30.07  0.13
H4 18.21 31.01 28.51  0.13
C3 25.88 27.75 24.68  0.02
C4 25.45 28.91 25.56  -0.53
O8 24.46 29.58 25.35  0.02
N2 26.33 29.21 26.55  0.01
C5 26.21 30.29 27.50  -0.07
H5 25.21 26.90 24.73  0.09
H6 26.91 27.50 24.90  0.07
H7 25.83 28.13 23.65  0.06
H8 27.22 28.76 26.58  0.12
H9 26.62 31.26 27.19  0.08
H10 26.76 29.99 28.40  0.08
H11 25.18 30.45 27.82  0.08
C6 22.45 26.41 22.52  0.02
C7 23.20 27.68 22.12  -0.55
O9 22.75 28.79 22.34  0.00
N3 24.34 27.52 21.41  0.00
C8 25.07 28.69 20.97  -0.08
H12 21.39 26.66 22.49  0.08
H13 22.68 26.28 23.58  0.09
H14 22.75 25.57 21.91  0.08
H15 24.69 26.58 21.31  0.13
H16 25.26 29.32 21.84  0.08
H17 24.57 29.27 20.20  0.09
H18 25.98 28.41 20.44  0.08
C9 20.84 34.03 25.27  0.01
C10 20.54 32.99 24.20  -0.54
O10 21.18 31.95 24.15  -0.02
N4 19.68 33.36 23.25  0.01
C11 19.04 32.53 22.24  -0.04
H19 20.12 33.90 26.09  0.08
H20 20.83 35.04 24.88  0.08
H21 21.78 33.73 25.71  0.09
H22 19.27 34.27 23.35  0.13
H23 19.42 31.52 22.29  0.09
H24 19.18 32.94 21.24  0.08
H25 17.96 32.60 22.42  0.08

Properties
* highest occupied orbital energy: -7.67 eV
* frontier orbital gap: 8.24 eV
* relative energy (zero: lowest compared OMol25 entry of this formula, charge and spin): 0.000 eV
* DFT total energy: -1950.61009 hartree
* E_LUMO: 0.57 eV

[2]
DFT (the ωB97M-V functional and the def2-TZVPD basis) results for one molecule with the formula C2H4N4 at a distorted geometry.

Each line ends with the Löwdin charge.
Cartesian coordinates (Å):
N1 -1.43 0.42 -0.07  0.05
C1 -0.10 -0.04 -0.12  -0.44
C2 0.74 0.88 0.39  -0.11
N2 2.02 0.35 0.29  -0.01
N3 1.93 -0.83 -0.27  -0.04
N4 0.63 -1.09 -0.53  0.05
H1 -2.05 0.04 0.63  0.09
H2 -1.86 0.73 -0.92  0.09
H3 -0.30 1.54 0.56  0.17
H4 0.42 -1.97 -0.99  0.15

Properties
* highest occupied orbital energy: -9.66 eV
* frontier orbital gap: 10.27 eV
* structure (SMILES): Nc1cnn[nH]1
* relative energy (zero: lowest compared OMol25 entry of this formula, charge and spin): 3.823 eV
* DFT total energy: -297.50382 hartree
* E_LUMO: 0.60 eV

[3]
DFT (the ωB97M-V functional and the def2-TZVPD basis) results for one molecule with the formula C20H28N6O5S2 at a distorted geometry.

Each line ends with the Löwdin charge.
Cartesian coordinates (Å):
C1 -0.09 -1.55 -2.24  -0.06
C2 1.18 -2.03 -2.95  -0.26
N1 1.75 -3.19 -2.28  -0.25
C3 2.34 -4.21 -3.13  -0.27
C4 3.55 -3.73 -3.92  -0.07
S1 2.65 -2.81 -0.91  0.68
O1 3.53 -3.90 -0.64  -0.28
O2 3.20 -1.49 -1.01  -0.28
C5 1.38 -2.81 0.35  -0.26
C6 0.63 -3.96 0.54  -0.05
C7 -0.36 -3.97 1.51  -0.05
C8 -0.62 -2.83 2.25  -0.02
C9 0.13 -1.67 2.04  -0.12
C10 -0.15 -0.44 2.75  -0.24
N2 0.73 0.53 2.96  0.04
N3 0.11 1.54 3.57  0.05
C11 -1.14 1.21 3.72  -0.62
S2 -2.42 2.26 4.28  0.99
C12 -2.24 3.46 2.92  -0.34
C13 -2.52 2.74 1.60  -0.50
O3 -3.03 1.63 1.59  0.01
N4 -2.19 3.39 0.47  -0.05
C14 -1.55 4.67 0.36  -0.13
C15 -0.05 4.49 0.03  -0.10
C16 0.16 3.19 -0.76  -0.20
C17 0.44 2.02 0.18  -0.49
O4 -0.15 0.97 0.15  0.10
O5 1.42 2.29 1.02  0.10
C18 -1.05 2.91 -1.65  -0.11
C19 -2.31 2.69 -0.80  -0.13
N5 -1.36 -0.04 3.22  -0.06
N6 -2.57 -0.70 3.18  0.11
C20 1.16 -1.68 1.10  0.00
H1 0.15 -1.04 -1.32  0.04
H2 -0.74 -2.40 -2.02  0.08
H3 -0.63 -0.86 -2.89  0.07
H4 0.93 -2.33 -3.97  0.12
H5 1.91 -1.22 -2.99  0.11
H6 1.55 -4.58 -3.80  0.12
H7 2.64 -5.02 -2.46  0.10
H8 3.28 -2.93 -4.61  0.07
H9 3.97 -4.55 -4.49  0.08
H10 4.30 -3.35 -3.23  0.07
H11 0.85 -4.83 -0.06  0.12
H12 -0.94 -4.86 1.68  0.11
H13 -1.39 -2.84 3.00  0.11
H14 -2.96 4.25 3.10  0.09
H15 -1.22 3.85 2.97  0.08
H16 -2.04 5.21 -0.45  0.13
H17 -1.68 5.25 1.27  0.12
H18 0.54 4.46 0.95  0.11
H19 0.29 5.35 -0.55  0.12
H20 1.06 3.29 -1.37  0.16
H21 1.52 1.58 1.71  0.09
H22 -0.86 2.02 -2.25  0.11
H23 -1.18 3.75 -2.33  0.12
H24 -3.20 3.04 -1.33  0.13
H25 -2.43 1.63 -0.57  0.11
H26 -3.30 -0.01 3.37  0.07
H27 -2.72 -1.06 2.24  0.11
H28 1.76 -0.80 0.92  0.11

Properties
* highest occupied orbital energy: -8.75 eV
* frontier orbital gap: 9.17 eV
* structure (SMILES): CCN(CC)S(=O)(=O)c1cccc(-c2nnc(SCC(=O)N3CCC(C(=O)O)CC3)n2N)c1
* relative energy (zero: lowest compared OMol25 entry of this formula, charge and spin): 0.433 eV
* DFT total energy: -2280.03918 hartree
* E_LUMO: 0.42 eV

[4]
DFT (the ωB97M-V functional and the def2-TZVPD basis) results for C30H22EuN5OS5 as an isolated structure at a distorted geometry.

Each line ends with the Löwdin charge.
Cartesian coordinates (Å):
Eu1 -0.19 -0.10 -0.90  1.38
C1 2.92 -1.36 0.41  -0.06
C2 2.19 -0.25 1.10  -0.33
N1 1.04 -0.49 1.63  -0.01
N2 0.47 0.33 2.52  -0.08
C3 -0.62 0.98 2.42  -1.16
S1 -1.59 1.32 1.05  0.44
S2 -1.28 1.48 4.01  0.80
C4 -2.17 -0.11 4.33  -0.42
C5 -1.25 -1.12 4.94  -0.31
C6 -0.55 -2.02 4.15  -0.04
C7 0.31 -2.94 4.74  -0.07
C8 0.46 -2.97 6.12  -0.11
C9 -0.22 -2.05 6.90  -0.11
C10 -1.06 -1.13 6.32  -0.07
C11 2.76 1.12 1.07  -0.13
C12 3.55 1.65 2.06  -0.05
C13 4.02 2.95 1.97  -0.13
C14 3.68 3.71 0.87  -0.13
C15 2.87 3.20 -0.13  -0.03
C16 2.35 1.89 -0.06  -0.37
O1 1.53 1.41 -0.94  -0.31
H1 2.45 -2.32 0.63  0.03
H2 3.96 -1.38 0.75  0.08
H3 2.92 -1.20 -0.67  0.05
H4 -2.56 -0.44 3.36  0.07
H5 -2.99 0.15 5.00  0.07
H6 -0.66 -2.02 3.08  0.11
H7 0.86 -3.63 4.12  0.10
H8 1.11 -3.70 6.58  0.09
H9 -0.09 -2.06 7.98  0.09
H10 -1.58 -0.40 6.92  0.10
H11 3.78 1.04 2.93  0.11
H12 4.64 3.37 2.75  0.08
H13 4.03 4.73 0.78  0.09
H14 2.59 3.82 -0.97  0.10
C17 -0.59 3.51 -1.66  -0.06
C18 -1.25 2.80 -2.80  -0.31
C19 -1.53 3.50 -3.99  -0.03
C20 -2.15 2.85 -5.02  -0.02
C21 -2.55 1.51 -4.87  -0.17
C22 -3.22 0.80 -5.88  -0.08
C23 -3.62 -0.50 -5.64  -0.11
C24 -3.42 -1.09 -4.41  -0.14
C25 -2.76 -0.44 -3.37  -0.68
S3 -2.67 -1.18 -1.83  0.46
C26 -2.26 0.89 -3.61  -0.25
N3 -1.57 1.53 -2.64  0.07
H15 -0.41 4.56 -1.89  0.07
H16 0.36 3.02 -1.43  0.04
H17 -1.22 3.44 -0.76  0.04
H18 -1.25 4.54 -4.08  0.10
H19 -2.35 3.36 -5.95  0.11
H20 -3.41 1.27 -6.83  0.09
H21 -4.13 -1.05 -6.43  0.09
H22 -3.77 -2.10 -4.22  0.09
S4 1.09 -1.55 -2.88  0.42
C27 0.65 -3.00 -2.04  -1.18
S5 0.08 -2.91 -0.42  0.44
C28 0.79 -4.25 -2.65  -0.43
C29 1.20 -4.43 -3.97  -0.30
N4 1.52 -4.64 -5.06  0.11
C30 0.49 -5.44 -1.98  -0.31
N5 0.27 -6.45 -1.48  0.11

Properties
* multiplicity: 7
* highest occupied orbital energy (alpha / beta): -2.09 / -2.10 eV
* total charge: -2
* frontier orbital gap (alpha / beta): 6.20 / 6.22 eV
* relative energy (zero: lowest compared OMol25 entry of this formula, charge and spin): 0.000 eV
* DFT total energy: -4206.87924 hartree
* E_LUMO (alpha / beta): 4.12 / 4.12 eV

[5]
DFT (the ωB97M-V functional and the def2-TZVPD basis) results for C25H25BF6N8O8S2V as an isolated structure.

Each line ends with the Löwdin charge.
Cartesian coordinates (Å):
V1 1.42 0.15 1.78  0.98
N1 3.30 -2.13 -1.14  0.06
N2 3.47 -2.83 0.09  0.01
C1 2.75 -2.55 1.21  -0.62
O1 2.61 -3.30 2.14  0.10
O2 2.26 -1.29 1.21  -0.18
H1 4.24 -1.91 -1.47  0.08
H2 2.90 -1.22 -0.91  0.04
H3 3.62 -3.82 -0.04  0.14
F1 6.41 0.96 2.26  0.17
C2 5.16 0.61 1.99  -0.67
F2 4.65 -0.04 3.04  0.15
F3 5.14 -0.19 0.93  0.16
S1 4.15 2.11 1.66  0.65
O3 2.76 1.57 1.65  -0.42
O4 4.39 3.02 2.73  -0.23
N3 4.59 2.64 0.29  -0.27
S2 3.93 2.23 -1.12  0.62
O5 4.89 2.42 -2.15  -0.24
O6 3.14 1.04 -1.06  -0.27
C3 2.70 3.60 -1.31  -0.67
F4 1.90 3.67 -0.25  0.13
F5 3.32 4.77 -1.45  0.15
F6 1.96 3.38 -2.39  0.15
N4 -0.27 3.69 3.44  0.06
C4 0.71 3.02 2.83  -0.09
N5 0.23 1.86 2.40  0.07
C5 -1.09 1.89 2.78  -0.27
N6 -1.42 2.98 3.42  0.16
C6 -2.06 0.82 2.53  -0.20
C7 -2.99 0.47 3.50  -0.06
N7 -3.89 -0.49 3.29  0.11
C8 -3.84 -1.09 2.10  -0.10
C9 -2.90 -0.74 1.14  -0.07
N8 -2.01 0.22 1.35  0.16
H4 -0.24 4.60 3.85  0.17
H5 1.72 3.38 2.73  0.13
H6 -3.00 0.96 4.47  0.12
H7 -4.57 -1.87 1.91  0.11
H8 -2.86 -1.25 0.18  0.12
C10 -0.91 -2.14 5.30  -0.08
C11 -0.13 -1.04 5.60  -0.09
C12 0.57 -0.39 4.59  -0.11
C13 0.50 -0.85 3.27  -0.21
C14 -0.25 -1.99 2.99  -0.10
C15 -0.97 -2.62 4.00  -0.07
H9 -1.46 -2.64 6.08  0.10
H10 -0.06 -0.67 6.62  0.10
H11 1.18 0.48 4.83  0.10
H12 -0.29 -2.38 1.98  0.11
H13 -1.56 -3.50 3.77  0.11
C16 -2.08 -0.84 -6.28  -0.05
C17 -2.81 -1.11 -4.96  -0.56
C18 -4.24 -0.55 -5.05  -0.05
C19 -2.90 -2.63 -4.77  -0.07
C20 -2.06 -0.43 -3.82  -0.16
C21 -1.90 0.96 -3.84  -0.03
C22 -1.24 1.67 -2.85  0.03
C23 -0.73 0.93 -1.80  -0.19
O7 -0.03 1.35 -0.69  0.14
B1 0.19 0.20 0.04  -0.52
O8 -0.27 -0.94 -0.62  0.14
C24 -0.87 -0.44 -1.76  -0.19
C25 -1.53 -1.15 -2.75  0.07
H14 -2.60 -1.33 -7.11  0.08
H15 -1.06 -1.23 -6.25  0.09
H16 -2.02 0.22 -6.50  0.08
H17 -4.78 -1.04 -5.86  0.08
H18 -4.24 0.52 -5.24  0.08
H19 -4.78 -0.74 -4.12  0.09
H20 -3.44 -3.07 -5.60  0.09
H21 -3.44 -2.88 -3.85  0.09
H22 -1.91 -3.09 -4.73  0.09
H23 -2.31 1.53 -4.67  0.11
H24 -1.12 2.74 -2.89  0.12
H25 -1.61 -2.22 -2.68  0.12

Properties
* multiplicity: 2
* highest occupied orbital energy (alpha / beta): -8.61 / -8.63 eV
* frontier orbital gap (alpha / beta): 7.56 / 7.99 eV
* DFT total energy: -4372.14259 hartree
* E_LUMO (alpha / beta): -1.05 / -0.64 eV

[6]
DFT (the ωB97M-V functional and the def2-TZVPD basis) results for one molecule with the formula C5H2O.

Each line ends with the Löwdin charge.
Cartesian coordinates (Å):
C1 2.43 -0.57 -0.03  0.16
C2 1.52 0.01 -0.57  -0.12
C3 0.25 0.48 -0.82  -0.03
C4 -0.94 0.70 -0.71  0.05
C5 -1.94 0.29 0.27  -0.29
O1 -2.63 -0.69 0.17  0.06
H1 3.19 -1.10 0.50  0.04
H2 -1.88 0.89 1.20  0.13

Properties
* highest occupied orbital energy: -10.20 eV
* frontier orbital gap: 9.66 eV
* structure (SMILES): C#CC#CC=O
* relative energy (zero: lowest compared OMol25 entry of this formula, charge and spin): 0.767 eV
* DFT total energy: -266.79057 hartree
* E_LUMO: -0.54 eV

[7]
DFT (the ωB97M-V functional and the def2-TZVPD basis) results for one molecule with the formula C4H9NOS at a distorted geometry.

Each line ends with the Löwdin charge.
Cartesian coordinates (Å):
C1 3.12 0.04 -0.10  -0.04
C2 1.91 0.58 -0.13  -0.39
N1 0.85 -0.02 0.48  -0.21
S1 -0.73 0.41 0.07  0.76
C3 -1.64 -0.25 1.48  -0.15
C4 -1.42 -0.54 -1.34  -0.14
O1 -1.07 1.80 -0.14  -0.37
H1 3.98 0.54 -0.52  0.03
H2 3.28 -0.91 0.38  0.04
H3 1.74 1.55 -0.61  0.09
H4 -2.64 0.17 1.49  0.07
H5 -1.66 -1.33 1.41  0.06
H6 -1.09 0.05 2.37  0.06
H7 -1.18 0.03 -2.24  0.06
H8 -0.95 -1.51 -1.36  0.06
H9 -2.49 -0.61 -1.22  0.06

Properties
* highest occupied orbital energy: -7.61 eV
* frontier orbital gap: 8.12 eV
* structure (SMILES): C=CN=S(C)(C)=O
* relative energy (zero: lowest compared OMol25 entry of this formula, charge and spin): 3.627 eV
* DFT total energy: -685.88567 hartree
* E_LUMO: 0.51 eV